The following is a quantum chemistry calculation of a structure of composition C4H8O, from the Open Molecules 2025 dataset.

Cartesian coordinates (Å):
1 C 1.463 0.451 1.221
2 C 0.169 -0.239 0.952
3 C -1.648 0.416 -0.936
4 C 0.209 -1.025 -0.306
5 O -0.235 0.241 -0.845
6 H 1.889 -0.103 2.073
7 H 2.211 0.462 0.411
8 H 1.296 1.471 1.582
9 H -2.084 0.472 0.063
10 H -2.103 -0.405 -1.500
11 H -1.799 1.355 -1.470
12 H 1.162 -1.275 -0.797
13 H -0.529 -1.822 -0.446

The LUMO energy comes out at 1.1174 eV. As for the spin multiplicity: 1. The value obtained for the electronic energy is -232.2820 Ha. Its HOMO-LUMO gap is 9.15 eV. As for the max |F|: 0.33 eV/Å.

The following is a quantum chemistry calculation of an isolated molecule of C4H8O, from the Open Molecules 2025 dataset.

Cartesian coordinates (Å):
1 C 1.281 0.388 -0.677
2 C -0.216 0.063 -0.597
3 C -0.669 -1.229 0.135
4 C -1.035 0.958 0.307
5 O -0.333 1.090 1.431
6 H 1.769 0.318 0.299
7 H 1.403 1.423 -1.026
8 H 1.822 -0.251 -1.383
9 H -0.644 0.073 -1.605
10 H 0.071 -1.537 0.880
11 H -0.951 -2.055 -0.517
12 H -1.586 -0.968 0.693
13 H -0.921 1.490 2.084

The LUMO energy comes out at 0.8580 eV. As for the spin multiplicity: 1. The value obtained for the electronic energy is -232.3451 Ha. Its HOMO-LUMO gap is 9.28 eV. As for the max |F|: 0.41 eV/Å.

The following is a quantum chemistry calculation of an isolated molecule of C4H8O in a non-equilibrium geometry, from the Open Molecules 2025 dataset.

Cartesian coordinates (Å):
1 C 1.653 -0.810 -0.896
2 C 0.592 -0.747 0.177
3 C -0.392 0.173 0.245
4 C -1.594 0.036 1.060
5 O -0.325 1.310 -0.548
6 H 2.526 -0.210 -0.587
7 H 1.369 -0.488 -1.898
8 H 2.069 -1.818 -0.892
9 H 0.772 -1.428 0.990
10 H -1.246 -0.610 1.879
11 H -2.440 -0.467 0.590
12 H -1.952 0.980 1.473
13 H 0.418 1.128 -1.119

The LUMO energy comes out at 0.9614 eV. As for the spin multiplicity: 1. Its structure (SMILES) is C/C=C(/C)O. The value obtained for the electronic energy is -232.4138 Ha. Its HOMO-LUMO gap is 9.28 eV. As for the max |F|: 1.76 eV/Å.

The following is a quantum chemistry calculation of an isolated molecule of C4H8O in a non-equilibrium geometry, from the Open Molecules 2025 dataset.

Cartesian coordinates (Å):
1 O -0.924 0.743 1.574
2 C 0.262 0.443 0.870
3 C -0.312 0.653 -0.536
4 C 0.356 -0.725 -1.082
5 C 0.314 -1.072 0.441
6 H -1.000 1.712 1.437
7 H 1.104 0.949 1.250
8 H 0.258 1.443 -0.938
9 H -1.367 0.661 -0.851
10 H -0.338 -1.057 -1.978
11 H 1.387 -0.556 -1.602
12 H 1.083 -1.726 0.865
13 H -0.824 -1.468 0.550

The LUMO energy comes out at 1.0713 eV. As for the spin multiplicity: 1. Its structure (SMILES) is OC1CCC1. The value obtained for the electronic energy is -232.3306 Ha. Its HOMO-LUMO gap is 10.48 eV. As for the max |F|: 5.89 eV/Å.

The following is a quantum chemistry calculation of an isolated molecule of C4H8O, from the Open Molecules 2025 dataset.

Cartesian coordinates (Å):
1 C -1.146 -1.068 -1.005
2 O 0.164 -1.172 -1.008
3 C 1.009 -0.739 -0.126
4 C -0.112 1.398 0.256
5 C 0.561 0.192 0.942
6 H -1.663 -0.875 -0.070
7 H -1.626 -1.525 -1.855
8 H -0.743 1.035 -0.555
9 H 2.041 -0.884 -0.417
10 H 0.644 2.069 -0.162
11 H -0.759 1.963 0.933
12 H 1.428 0.489 1.542
13 H -0.147 -0.288 1.637

The LUMO energy (spin up / spin down) comes out at 0.9454 / 0.8878 eV. As for the spin multiplicity: 1. The value obtained for the electronic energy is -232.3151 Ha. Its HOMO-LUMO gap (spin up / spin down) is 8.25 / 7.95 eV. As for the max |F|: 0.88 eV/Å.

The following is a quantum chemistry calculation of a structure of composition C4H8O in a non-equilibrium geometry, from the Open Molecules 2025 dataset.

Cartesian coordinates (Å):
1 O 1.623 -0.436 0.927
2 C 1.660 -0.044 -0.422
3 C 0.469 -0.175 -1.184
4 C -0.739 -0.533 -0.345
5 C -1.095 0.564 0.811
6 H 2.693 0.250 -0.804
7 H 0.998 0.370 0.558
8 H 0.282 -0.455 -2.141
9 H -1.600 -0.671 -0.994
10 H -0.616 -1.431 0.327
11 H -2.177 0.533 0.895
12 H -0.821 1.637 0.547
13 H -0.679 0.392 1.825

The LUMO energy comes out at 0.9600 eV. As for the spin multiplicity: 1. The value obtained for the electronic energy is -232.2885 Ha. Its HOMO-LUMO gap is 9.77 eV. As for the max |F|: 6.13 eV/Å.

The following is a quantum chemistry calculation of a cluster of 2 separate species, C4H8O in total in a non-equilibrium geometry, from the Open Molecules 2025 dataset.

Cartesian coordinates (Å):
1 C -0.952 1.115 -1.064
2 C -0.628 -0.092 -0.601
3 C -1.011 -0.538 0.802
4 C 2.051 0.531 0.577
5 O 2.916 -0.473 0.384
6 H -0.528 1.442 -2.036
7 H -1.376 1.855 -0.449
8 H -1.265 -1.526 0.945
9 H -1.929 0.042 1.082
10 H -0.170 -0.218 1.474
11 H -0.059 -0.764 -1.193
12 H 2.219 1.146 -0.355
13 H 2.972 -1.175 1.133

The LUMO energy (spin up / spin down) comes out at 0.7566 / -0.7950 eV. As for the spin multiplicity: 3. The value obtained for the electronic energy is -232.2283 Ha. Its HOMO-LUMO gap (spin up / spin down) is 7.89 / 8.67 eV. As for the max |F|: 4.01 eV/Å.

The following is a quantum chemistry calculation of a structure of composition C4H8O2, from the Open Molecules 2025 dataset.

Cartesian coordinates (Å):
1 O 0.914 -2.520 -0.163
2 C -0.098 0.650 -0.825
3 C -1.257 1.366 -0.186
4 C -0.926 -0.021 0.229
5 O 0.149 -0.061 1.171
6 C 1.035 0.529 0.176
7 H 1.713 -2.797 0.300
8 H -0.037 0.417 -1.880
9 H -2.135 1.458 -0.818
10 H -1.091 2.198 0.494
11 H 0.507 -1.890 0.454
12 H -1.590 -0.877 0.183
13 H 1.506 1.447 0.543
14 H 1.791 -0.200 -0.126

The LUMO energy comes out at 1.0073 eV. As for the spin multiplicity: 1. The value obtained for the electronic energy is -307.6046 Ha. Its HOMO-LUMO gap is 10.66 eV. As for the max |F|: 0.37 eV/Å.

The following is a quantum chemistry calculation of an isolated molecule of C4H8O2, from the Open Molecules 2025 dataset.

Cartesian coordinates (Å):
1 C 0.452 -0.901 -1.525
2 C 0.200 -0.467 -0.092
3 C 0.677 0.945 0.221
4 O -0.219 1.399 1.228
5 C -1.237 0.419 1.373
6 O -1.192 -0.406 0.235
7 H 1.513 -1.099 -1.737
8 H -0.094 -1.818 -1.733
9 H 0.116 -0.138 -2.233
10 H 0.688 -1.168 0.609
11 H 1.709 0.870 0.569
12 H 0.650 1.609 -0.659
13 H -1.046 -0.165 2.295
14 H -2.216 0.922 1.450

The LUMO energy comes out at 1.0804 eV. As for the spin multiplicity: 1. Its structure (SMILES) is C[C@H]1COCO1. The value obtained for the electronic energy is -307.6633 Ha. Its HOMO-LUMO gap is 10.95 eV. As for the max |F|: 0.50 eV/Å.

The following is a quantum chemistry calculation of an isolated molecule of C4H8O2 in a non-equilibrium geometry, from the Open Molecules 2025 dataset.

Cartesian coordinates (Å):
1 C -0.836 0.326 -1.083
2 C -0.203 0.618 0.213
3 O 0.242 1.924 0.429
4 C -0.106 -0.378 1.307
5 C 1.057 -0.531 0.406
6 O 1.117 -1.499 -0.540
7 H -1.605 -0.446 -1.056
8 H -0.027 -0.257 -1.826
9 H -1.121 1.211 -1.652
10 H -0.149 2.279 1.237
11 H 0.094 0.034 2.291
12 H -0.824 -1.190 1.287
13 H 1.952 0.061 0.585
14 H 0.749 -1.060 -1.470

The LUMO energy comes out at 0.7571 eV. As for the spin multiplicity: 1. Its structure (SMILES) is C[C@@]1(O)C[C@H]1O. The value obtained for the electronic energy is -307.5891 Ha. Its HOMO-LUMO gap is 9.25 eV. As for the max |F|: 3.42 eV/Å.

The following is a quantum chemistry calculation of a structure of composition C4H8O2, from the Open Molecules 2025 dataset.

Cartesian coordinates (Å):
1 C 1.605 -0.644 0.793
2 C 0.214 -0.141 0.594
3 C -0.108 1.140 0.046
4 O -1.300 1.337 -0.399
5 C -1.600 -0.297 -1.330
6 O -0.573 -1.004 -1.169
7 H 1.800 -0.936 1.828
8 H 1.699 -1.535 0.163
9 H 2.352 0.085 0.466
10 H -0.604 -0.661 1.084
11 H 0.056 1.179 1.282
12 H 0.744 1.737 -0.319
13 H -2.524 -0.510 -0.768
14 H -1.761 0.220 -2.286

The LUMO energy comes out at 0.8420 eV. As for the spin multiplicity: 1. The value obtained for the electronic energy is -307.5531 Ha. Its HOMO-LUMO gap is 10.06 eV. As for the max |F|: 0.30 eV/Å.

The following is a quantum chemistry calculation of an isolated molecule of C4H8O2 in a non-equilibrium geometry, from the Open Molecules 2025 dataset.

Cartesian coordinates (Å):
1 C -1.260 -1.015 0.084
2 C -0.203 -0.064 0.607
3 C 1.260 -0.355 0.263
4 O 1.484 0.991 -0.215
5 C 0.006 1.263 -0.147
6 O -0.244 1.255 -1.496
7 H -2.264 -0.685 0.367
8 H -1.111 -2.020 0.494
9 H -1.214 -1.067 -1.008
10 H -0.314 0.125 1.678
11 H 1.931 -0.540 1.097
12 H 1.408 -1.120 -0.514
13 H -0.245 2.204 0.364
14 H 0.767 1.028 -1.572

The LUMO energy comes out at 1.0300 eV. As for the spin multiplicity: 1. Its structure (SMILES) is C[C@H]1CO[C@H]1O. The value obtained for the electronic energy is -307.6234 Ha. Its HOMO-LUMO gap is 11.27 eV. As for the max |F|: 2.61 eV/Å.

These records have molecular weight values of 72.11, 72.11, 72.11, 72.11, 72.11, 72.11, 72.11, 88.11, 88.11, 88.11, 88.11, 88.11 g mol⁻¹, in the order they appear.